[1]
Below is a structure of composition C27H16F5N5Pd, with properties calculated with the ωB97M-V functional and the def2-TZVPD basis.

Properties
Total charge ... -2
Energy relative to the best compared isomer or geometry (same formula, charge and spin) ... 17.31 kcal per mole

Structure (XYZ):
```
54
Properties=species:S:1:pos:R:3:lowdin_charge:R:1
Pd 1.421 2.020 0.511 0.7600
C 2.679 -1.425 2.055 -0.1221
N 1.872 -0.806 1.013 -0.2849
C 0.510 -1.383 1.134 -0.0764
C 2.505 -1.009 -0.266 -0.2390
C 1.867 -0.288 -1.347 -0.2402
C 1.458 -0.972 -2.528 -0.0246
C 0.732 -0.298 -3.506 -0.1043
C 0.314 1.004 -3.278 -0.1015
C 0.629 1.708 -2.097 -0.1152
C 1.454 1.044 -1.168 -0.2280
H 2.687 -2.515 1.940 0.0772
H 2.250 -1.113 3.023 0.0879
H 3.648 -0.906 1.913 0.0783
H 0.507 -2.514 1.141 0.1038
H -0.185 -1.047 0.419 0.0456
H 0.093 -1.062 2.046 0.0634
H 2.686 -2.144 -0.441 0.1434
H 3.543 -0.642 -0.119 0.1147
H 1.637 -2.047 -2.687 0.1086
H 0.343 -0.739 -4.293 0.0413
H -0.376 1.388 -4.007 0.0874
H 0.205 2.706 -1.824 0.0943
F -5.684 0.222 2.104 0.0773
C -5.031 -0.406 1.121 -0.1789
C -5.592 -1.515 0.594 -0.2129
F -6.735 -1.886 1.090 0.1268
C -4.980 -2.297 -0.404 -0.0705
C -3.743 -1.805 -0.835 -0.2009
C -3.215 -0.658 -0.349 -0.1552
F -2.031 -0.221 -0.848 0.0583
C -3.815 0.142 0.666 -0.0556
C -3.132 1.256 1.302 -0.2067
C -1.803 1.651 1.027 -0.1694
N -0.696 1.981 0.875 0.0651
C -3.803 1.835 2.393 -0.2748
N -4.235 2.458 3.297 0.0868
F -3.140 -2.478 -1.808 0.1016
C -5.467 -3.636 -0.818 -0.2408
C -4.715 -4.841 -0.495 -0.2715
N -4.075 -5.784 -0.239 0.0501
C -6.858 -3.833 -0.911 -0.3321
N -7.990 -3.997 -0.966 0.0685
F 7.054 4.395 0.644 0.0174
C 5.874 3.715 0.610 -0.3456
C 5.423 2.979 1.649 -0.0520
C 4.234 2.249 1.530 -0.1335
C 3.443 2.328 0.364 -0.2350
C 4.031 3.125 -0.653 -0.1233
C 5.238 3.787 -0.558 -0.0676
H 5.966 2.837 2.587 0.1101
H 3.848 1.753 2.401 0.0738
H 3.501 3.299 -1.643 0.1057
H 5.646 4.388 -1.362 0.1152
```

***

[2]
Below is a structure of composition C27H17F12KN2O2, with properties calculated with the ωB97M-V functional and the def2-TZVPD basis.

Properties
Total charge ... -2
Energy relative to the best compared isomer or geometry (same formula, charge and spin) ... 14.03 kcal per mole

Structure (XYZ):
```
61
Properties=species:S:1:pos:R:3:lowdin_charge:R:1
K 0.219 1.949 0.018 0.8348
C -1.642 -5.512 -0.663 -0.0890
C -0.959 -4.200 -0.377 -0.3110
C 0.193 -4.113 0.402 -0.0828
C 0.754 -2.892 0.658 -0.0423
C 0.258 -1.641 0.165 -0.2405
N 0.869 -0.500 0.573 -0.0099
C 2.215 -0.516 0.807 -0.2610
C 3.057 -1.250 -0.078 -0.0498
C 4.420 -1.355 0.055 -0.0837
C 5.070 -0.709 1.100 -0.3087
C 6.563 -0.782 1.284 -0.0871
C 4.280 0.062 1.943 -0.0166
C 2.894 0.223 1.838 -0.0263
C 2.171 1.226 2.815 -0.4332
O 1.446 2.182 2.245 -0.2488
C 1.320 0.376 3.830 -0.5284
F 0.322 -0.282 3.241 0.1507
F 0.746 1.137 4.795 0.1119
F 2.054 -0.562 4.496 0.1021
C 3.216 2.010 3.714 -0.5308
F 4.085 2.711 2.951 0.1138
F 3.985 1.285 4.586 0.0834
F 2.602 2.923 4.489 0.1164
C -0.938 -1.728 -0.626 -0.0324
C -1.481 -3.003 -0.837 -0.0313
C -1.705 -0.477 -1.221 -0.4304
O -1.011 0.505 -1.762 -0.2269
C -2.707 -0.988 -2.360 -0.5153
F -3.817 -1.680 -1.978 0.0966
F -3.212 0.047 -3.073 0.0815
F -2.074 -1.744 -3.272 0.1320
C -2.659 0.021 -0.068 -0.5186
F -2.021 0.743 0.872 0.0977
F -3.656 0.836 -0.520 0.1100
F -3.283 -0.984 0.583 0.1320
H -0.970 -6.351 -0.465 0.0574
H -1.959 -5.584 -1.708 0.0631
H -2.537 -5.660 -0.046 0.0637
H 0.639 -5.009 0.829 0.0943
H 1.621 -2.845 1.303 0.1072
H 2.567 -1.758 -0.899 0.1101
H 4.985 -1.943 -0.665 0.0947
H 6.966 -1.711 0.872 0.0586
H 6.833 -0.742 2.342 0.0643
H 7.085 0.045 0.788 0.0641
H 4.808 0.564 2.737 0.0942
H -2.394 -3.104 -1.401 0.0961
N -0.452 4.536 -1.382 0.1557
C -1.513 4.327 -1.768 -0.1693
C -2.842 4.108 -2.267 -0.2153
C -3.790 5.130 -2.270 -0.0463
C -5.049 4.865 -2.773 -0.1002
C -5.352 3.595 -3.257 -0.0864
C -4.404 2.585 -3.246 -0.0567
C -3.129 2.837 -2.752 -0.0067
H -3.538 6.108 -1.882 0.1106
H -5.800 5.644 -2.781 0.0930
H -6.347 3.394 -3.637 0.0958
H -4.639 1.590 -3.596 0.0999
H -2.362 2.063 -2.702 0.1002
```

***

[3]
Below is a structure of composition C27H17F5N11O6SV, with properties calculated with the ωB97M-V functional and the def2-TZVPD basis.

Properties
Total charge ... -1
Multiplicity ... 4
E ... -3934.3634 hartree

Structure (XYZ):
```
68
Properties=species:S:1:pos:R:3:lowdin_spin:R:1
V 0.583 0.044 -0.250 2.6375
C 0.418 4.282 0.491 0.0089
C 0.285 2.886 -0.026 0.0651
N 0.217 1.825 0.685 -0.0108
N 0.073 1.903 2.036 -0.0017
C -1.076 2.317 2.518 -0.0028
N -1.133 2.341 3.906 -0.0011
S -2.458 2.841 1.676 0.0012
C 0.302 2.650 -1.483 0.0254
C 0.480 3.681 -2.405 0.0052
C 0.454 3.388 -3.756 0.0177
C 0.245 2.076 -4.156 0.0086
C 0.090 1.108 -3.177 0.0177
N 0.118 1.382 -1.881 0.0196
H 0.482 4.267 1.575 -0.0001
H 1.327 4.730 0.082 0.0022
H -0.443 4.888 0.212 0.0034
H -0.520 1.662 4.336 -0.0001
H -2.077 2.331 4.254 0.0000
H 0.637 4.691 -2.058 0.0002
H 0.591 4.171 -4.489 0.0010
H 0.209 1.803 -5.200 0.0001
H -0.063 0.065 -3.429 0.0015
N 0.533 -4.405 -1.323 0.0025
C 0.209 -3.193 -1.802 0.0034
N 0.482 -2.285 -0.906 0.0136
C 1.004 -2.999 0.130 0.0041
N 1.051 -4.299 -0.088 0.0066
C 1.529 -2.345 1.319 0.0255
C 2.067 -3.057 2.385 -0.0057
N 2.614 -2.447 3.427 0.0277
C 2.625 -1.116 3.389 -0.0020
C 2.081 -0.390 2.340 0.0297
N 1.515 -1.004 1.307 0.0153
H 0.431 -5.306 -1.754 0.0001
H -0.239 -3.026 -2.766 0.0002
H 2.050 -4.139 2.378 -0.0008
H 3.076 -0.599 4.227 -0.0007
H 2.057 0.691 2.336 0.0020
O 2.964 1.283 -0.449 0.0171
C 3.084 0.537 -1.434 0.0076
O 2.344 -0.437 -1.708 0.0172
C 4.183 0.853 -2.441 0.0002
C 5.408 1.360 -2.026 0.0012
C 6.374 1.653 -2.984 0.0000
C 6.159 1.495 -4.343 0.0012
C 4.921 1.002 -4.717 0.0000
C 3.936 0.664 -3.794 0.0014
N 4.645 0.824 -6.139 0.0000
O 5.512 1.134 -6.934 -0.0001
O 3.553 0.393 -6.460 0.0000
N 7.671 2.164 -2.550 0.0000
O 7.882 2.241 -1.355 -0.0001
O 8.474 2.487 -3.406 -0.0001
H 5.596 1.535 -0.978 0.0001
H 6.914 1.743 -5.070 0.0001
H 2.992 0.261 -4.118 0.0003
F -2.029 -0.640 -1.953 0.0068
C -2.385 -0.802 -0.641 0.0099
C -1.431 -0.607 0.336 -0.0010
C -1.884 -0.887 1.612 0.0090
F -1.028 -0.829 2.665 0.0031
C -3.181 -1.270 1.920 -0.0023
F -3.555 -1.520 3.187 -0.0017
C -4.104 -1.409 0.896 0.0107
F -5.365 -1.783 1.162 0.0031
C -3.698 -1.180 -0.410 -0.0023
F -4.576 -1.342 -1.419 -0.0017
```